19
Properties=species:S:1:pos:R:3:forces:R:3 method="wB97M-V/def2-TZVPD" mol_weight_g_mol=113.16 de_lowest_kcal_mol=134.6 orbital_gap_ev=7.542 energy_ev=-9932.616
C 0.937094 -0.203479 -0.260836 4.39 -1.65 0.87
C 0.126419 -0.527981 0.816436 -4.95 2.16 -0.76
C 0.844322 -0.916708 -1.566360 -0.19 -0.01 0.03
C -1.739184 1.914646 0.603533 0.23 0.02 0.11
C -1.517075 0.574835 -0.033375 0.12 -1.47 1.55
C 2.497232 -1.202843 0.978545 0.84 1.52 -1.99
N -2.281984 -0.008541 -0.841342 0.30 -0.24 0.15
O 3.305121 -0.572129 1.597202 -1.12 -0.57 -0.17
H 1.359299 0.797438 -0.284751 0.00 -0.07 0.07
H -3.142746 0.512003 -1.081053 0.50 0.13 0.03
H 2.627429 -2.313592 0.823777 -0.47 0.16 0.25
H -0.302101 -1.523594 0.861630 0.06 0.02 0.04
H 0.248567 -0.005092 1.757393 0.09 -0.06 -0.05
H 1.794522 -0.891904 -2.103843 -0.16 0.08 -0.03
H 0.055776 -0.435992 -2.159445 0.19 -0.07 -0.07
H 0.533216 -1.954530 -1.432522 0.05 0.02 0.04
H -0.989746 2.627698 0.249843 -0.03 0.02 0.06
H -1.614216 1.819111 1.685649 -0.04 0.10 -0.08
H -2.741947 2.310655 0.389516 0.20 -0.09 -0.05